Entry 1:
Here is a molecular structure, C16H34F3N5O6PRu in a non-equilibrium geometry from OMol25. Energies are from ωB97M-V/def2-TZVPD.

```
66
C16H34F3N5O6PRu | OMol25 | ωB97M-V/def2-TZVPD
Ru 0.015 0.379 -0.306
C 1.181 -4.956 -1.658
N 1.296 -3.549 -1.971
C 1.849 -3.232 -3.272
C 0.918 -2.578 -1.158
O 1.051 -1.372 -1.460
C 0.330 -2.962 0.199
O -0.156 -1.800 0.832
C 0.037 -1.680 2.229
C 0.928 -0.469 2.549
O 1.144 0.391 1.673
N 1.434 -0.361 3.768
C 1.306 -1.372 4.796
C 2.194 0.819 4.131
H 1.719 -5.523 -2.415
H 1.613 -5.189 -0.687
H 0.139 -5.280 -1.670
H 2.883 -3.572 -3.328
H 1.274 -3.734 -4.050
H 1.808 -2.157 -3.426
H -0.505 -3.666 0.054
H 1.118 -3.441 0.797
H -0.953 -1.486 2.670
H 0.458 -2.598 2.651
H 0.301 -1.786 4.839
H 2.027 -2.177 4.636
H 1.526 -0.916 5.759
H 2.246 1.496 3.281
H 1.697 1.323 4.959
H 3.201 0.539 4.440
F -4.416 2.052 1.025
C -4.102 1.528 -0.157
F -4.398 2.417 -1.096
F -4.859 0.448 -0.354
C -2.592 1.120 -0.202
O -1.851 1.664 -1.037
O -2.209 0.240 0.581
C 1.226 4.970 -2.262
N 2.340 4.063 -2.369
C 3.529 4.584 -2.987
P 2.081 2.428 -2.052
O 1.077 2.323 -0.972
N 3.570 1.815 -1.643
C 4.068 2.243 -0.352
C 4.288 0.731 -2.270
N 1.589 1.639 -3.455
C 0.211 1.205 -3.558
C 2.266 1.892 -4.709
H 0.907 5.316 -3.251
H 1.515 5.850 -1.681
H 0.394 4.473 -1.763
H 3.363 4.813 -4.046
H 4.350 3.877 -2.892
H 3.816 5.516 -2.493
H 3.339 2.898 0.124
H 5.008 2.786 -0.464
H 4.239 1.386 0.301
H 3.796 0.424 -3.188
H 4.338 -0.129 -1.596
H 5.312 1.043 -2.498
H -0.099 0.707 -2.620
H 0.113 0.495 -4.380
H -0.480 2.036 -3.742
H 3.214 2.392 -4.529
H 1.660 2.511 -5.375
H 2.465 0.948 -5.223
```

Calculated values
HOMO (spin up / spin down) (eV): -13.86 / -13.92
Multiplicity: 2
Total charge: +2
<S²>: 0.97
Energy above the lowest of the compared OMol25 structures with the same formula, charge and spin (kJ/mol): 293.36
Orbital gap (spin up / spin down) (eV): 4.28 / 5.11


Entry 2:
Here is a gas-phase ion, C4H12N3 (charge +1) in a non-equilibrium geometry from OMol25. Energies are from ωB97M-V/def2-TZVPD.

```
19
C4H12N3 | OMol25 | ωB97M-V/def2-TZVPD
N 1.318 -0.946 2.476
C 0.918 0.020 1.451
C -0.023 -0.010 0.556
N -0.954 -1.101 0.866
C -0.387 1.003 -0.423
C -0.752 0.332 -1.732
N 0.165 0.568 -2.867
H 1.226 -0.475 3.346
H 2.327 -1.159 2.387
H 1.641 0.702 1.353
H -1.084 -1.912 0.142
H -0.696 -1.438 1.773
H -1.901 -0.658 1.060
H 0.448 1.506 -0.885
H -1.018 1.944 -0.141
H -0.772 -0.696 -1.603
H -1.790 0.697 -2.070
H 0.318 1.569 -2.937
H 1.017 0.056 -2.753
```

Calculated values
HOMO (eV): -12.96
Total charge: +1
Energy above the lowest of the compared OMol25 structures with the same formula, charge and spin (kJ/mol): 341.37
Orbital gap (eV): 9.33